(1)
Molecular formula: H3NO
Method: DFT, ωB97M-V/def2-TZVPD

relative energy (zero: lowest compared OMol25 entry of this formula, charge and spin)	27.6	kJ/mol
HOMO	-9.80	eV
charge	0
E_LUMO	0.968	eV
gap between HOMO and LUMO	10.77	eV
SMILES string	NO

Atoms and positions in Å:
H -1.17038 0.44856 0.38661
H 1.16850 0.20314 0.77305
H 0.37783 -1.15567 0.65065
N 0.58344 -0.29049 0.07460
O -0.55751 0.31718 -0.29156

Force components x, y, z for each atom (eV/Å):
-1.2 0.2 2.2
-0.7 0.7 -0.7
-0.1 0.8 -1.2
2.4 -3.0 2.5
-0.4 1.2 -2.8

***

(2)
Molecular formula: H3NO2S
Method: DFT, ωB97M-V/def2-TZVPD

relative energy (zero: lowest compared OMol25 entry of this formula, charge and spin)	345.9	kJ/mol
HOMO (spin up / spin down)	-9.36 / -8.81	eV
charge	0
E_LUMO (spin up / spin down)	-0.902 / 0.328	eV
gap between HOMO and LUMO (spin up / spin down)	8.46 / 9.14	eV

Atoms and positions in Å:
N 1.59880 0.19802 -0.05560
O -1.95226 -1.09724 -0.16368
O -0.34154 0.78612 -0.32694
S -1.40939 0.30390 0.52683
H 1.40626 0.19572 1.03628
H 1.95336 1.11237 -0.38810
H -1.25522 -1.49890 -0.62881

Force components x, y, z for each atom (eV/Å):
0.5 -0.8 2.2
-1.7 1.4 1.5
0.2 1.3 -1.2
-1.3 -1.3 0.5
0.9 0.6 -2.8
-0.3 -0.3 0.8
1.8 -1.0 -1.1

***

(3)
Molecular formula: H3NO2S2
Method: DFT, ωB97M-V/def2-TZVPD

relative energy (zero: lowest compared OMol25 entry of this formula, charge and spin)	70.5	kJ/mol
HOMO	-8.88	eV
charge	0
E_LUMO	0.456	eV
gap between HOMO and LUMO	9.34	eV

Atoms and positions in Å:
N -0.20968 0.68075 -0.51942
O 1.80273 0.57220 0.94108
O 2.39583 -0.79465 -0.98000
S 3.06722 -0.19161 0.20077
S 0.89249 1.67205 0.16450
H 0.06908 0.39432 -1.39801
H -1.19836 0.71508 -0.37304
H 3.19692 -1.40434 0.99466

Force components x, y, z for each atom (eV/Å):
-0.2 0.7 0.8
1.2 -1.2 2.7
1.2 0.5 0.1
-1.3 -1.6 -1.6
-0.6 0.6 -0.6
0.3 -0.9 -2.1
-0.1 0.2 0.6
-0.5 1.7 0.1

***

(4)
Molecular formula: H3NO2S2
Method: DFT, ωB97M-V/def2-TZVPD

relative energy (zero: lowest compared OMol25 entry of this formula, charge and spin)	17.7	kJ/mol
HOMO	-9.17	eV
charge	0
E_LUMO	0.250	eV
gap between HOMO and LUMO	9.42	eV

Atoms and positions in Å:
N 0.47230 0.03604 0.63942
O -1.50220 1.34395 0.39624
O -1.41610 -1.09428 -0.72328
S -1.06646 -0.57569 -2.29427
S -1.24189 -0.05542 0.66680
H 1.01201 -0.75056 0.56266
H 0.76360 0.84678 0.23257
H -0.64887 0.66543 -1.88295

Force components x, y, z for each atom (eV/Å):
-3.8 -0.7 2.1
-0.9 -0.1 -0.4
-0.5 0.7 1.0
0.3 0.8 0.9
2.6 -0.6 -1.5
1.4 -2.3 -0.4
1.0 2.5 -1.3
-0.2 -0.4 -0.6

***

(5)
Molecular formula: H3NO2Si
Method: DFT, ωB97M-V/def2-TZVPD

relative energy (zero: lowest compared OMol25 entry of this formula, charge and spin)	65.3	kJ/mol
HOMO	-9.95	eV
charge	0
E_LUMO	-1.463	eV
gap between HOMO and LUMO	8.48	eV

Atoms and positions in Å:
N -0.22486 -1.78437 0.90849
O -0.43137 -0.86780 0.20451
O 1.51365 1.70831 0.56633
Si 0.48754 1.15563 -0.44503
H -0.80820 1.78544 -0.49761
H 0.78501 0.16290 -1.36097
H 0.61261 -1.57280 1.68162

Force components x, y, z for each atom (eV/Å):
1.8 -1.1 2.4
-0.4 1.1 -0.4
-0.6 -0.5 -0.7
1.1 1.5 2.7
-0.7 0.0 -0.3
0.5 -1.0 -1.8
-1.6 0.0 -1.7

***

(6)
Molecular formula: H3NO3S2
Method: DFT, ωB97M-V/def2-TZVPD

relative energy (zero: lowest compared OMol25 entry of this formula, charge and spin)	31.0	kJ/mol
HOMO (spin up / spin down)	-9.69 / -9.69	eV
charge	0
E_LUMO (spin up / spin down)	-0.687 / -0.687	eV
gap between HOMO and LUMO (spin up / spin down)	9.00 / 9.00	eV

Atoms and positions in Å:
N -1.67269 -0.44430 -0.99701
O 1.54951 1.07674 0.80932
O 2.79786 -0.49922 -0.42996
O -0.53879 -0.09944 1.31133
S -0.33363 -0.93812 -0.12028
S 1.77945 0.52655 -0.50568
H -2.47444 -0.64580 -0.47297
H -1.49664 0.58943 -0.94349
H 0.38937 0.43414 1.34873

Force components x, y, z for each atom (eV/Å):
2.6 2.4 -0.6
-0.4 1.5 1.0
-0.5 0.2 -0.8
1.7 -0.6 -1.2
-0.7 -0.4 1.8
1.7 -1.2 -0.7
-1.6 -0.5 0.8
-1.1 -0.9 -0.7
-1.8 -0.5 0.4

***

(7)
Molecular formula: H3NO3Si
Method: DFT, ωB97M-V/def2-TZVPD

relative energy (zero: lowest compared OMol25 entry of this formula, charge and spin)	188.1	kJ/mol
HOMO	-10.44	eV
charge	0
E_LUMO	-0.568	eV
gap between HOMO and LUMO	9.87	eV
SMILES string	O=[SiH2].O=NO

Atoms and positions in Å:
N -2.42461 0.95731 -1.81767
O -3.21758 0.07712 -1.87117
O -2.39069 1.51344 -0.56764
O 0.10594 1.17114 0.37160
Si 0.29407 -0.30054 0.33324
H -1.68249 2.07726 -0.57725
H 0.01083 -0.96735 1.59521
H 0.67225 -1.09838 -0.75862

Force components x, y, z for each atom (eV/Å):
-0.6 -0.8 0.0
0.6 0.8 0.0
-3.6 -2.5 0.0
0.1 2.4 -0.5
-0.4 -0.8 1.5
3.3 2.4 0.0
0.1 -0.6 0.1
0.4 -0.8 -1.2

***

(8)
Molecular formula: H3NO3Si
Method: DFT, ωB97M-V/def2-TZVPD

relative energy (zero: lowest compared OMol25 entry of this formula, charge and spin)	264.8	kJ/mol
HOMO	-11.40	eV
charge	0
E_LUMO	0.170	eV
gap between HOMO and LUMO	11.57	eV

Atoms and positions in Å:
N -2.70907 -0.25518 0.00041
O -2.04206 0.76428 0.34290
O -3.86486 -0.17263 -0.01886
O -2.03277 -1.21793 -0.35221
Si -0.35140 0.18412 -0.00034
H 0.41105 -0.65547 -0.77646
H 0.01929 1.45213 -0.44436
H -0.13540 -0.26494 1.34547

Force components x, y, z for each atom (eV/Å):
-0.8 -0.1 -0.5
2.0 1.6 0.0
-3.3 -0.5 0.1
1.5 -1.0 -0.3
-1.4 -0.2 1.8
0.8 -1.6 -1.7
0.7 1.8 -0.2
0.5 0.1 0.8

***

(9)
Molecular formula: H3NP2
Method: DFT, ωB97M-V/def2-TZVPD

relative energy (zero: lowest compared OMol25 entry of this formula, charge and spin)	323.5	kJ/mol
HOMO (spin up / spin down)	-9.04 / -8.61	eV
charge	0
E_LUMO (spin up / spin down)	-2.082 / -1.098	eV
gap between HOMO and LUMO (spin up / spin down)	6.96 / 7.51	eV

Atoms and positions in Å:
N -1.64583 0.68899 1.16213
P 0.50930 -1.40785 0.98645
P -0.29013 0.52373 0.43533
H -0.42665 -2.28853 0.64703
H -0.34941 0.75505 -0.96090
H 0.53536 1.35447 1.17703

Force components x, y, z for each atom (eV/Å):
-2.0 -0.1 1.2
2.3 1.2 1.0
-0.2 -0.8 -0.6
-1.9 -0.9 -1.0
0.9 0.2 -0.1
0.9 0.5 -0.6

***

(10)
Molecular formula: H3NP2S
Method: DFT, ωB97M-V/def2-TZVPD

relative energy (zero: lowest compared OMol25 entry of this formula, charge and spin)	170.8	kJ/mol
HOMO (spin up / spin down)	-8.69 / -8.69	eV
charge	0
E_LUMO (spin up / spin down)	-1.451 / -1.450	eV
gap between HOMO and LUMO (spin up / spin down)	7.24 / 7.24	eV
SMILES string	PNP=S

Atoms and positions in Å:
N -0.21047 0.14379 0.01366
P -1.69648 0.96431 0.01076
P 1.40631 0.84021 -0.05482
S -3.03214 -0.86668 0.23026
H -0.25237 -0.92545 -0.12885
H 2.14809 0.10304 1.03141
H 1.63707 -0.25923 -1.10243

Force components x, y, z for each atom (eV/Å):
-0.9 -1.0 0.1
-1.4 -5.2 0.8
0.3 -2.4 -1.0
2.6 4.1 -0.6
-0.3 2.3 0.6
-1.0 0.5 -1.0
0.7 1.7 1.2

***

(11)
Molecular formula: H3NP2S
Method: DFT, ωB97M-V/def2-TZVPD

relative energy (zero: lowest compared OMol25 entry of this formula, charge and spin)	155.2	kJ/mol
HOMO	-8.10	eV
charge	0
E_LUMO	-0.188	eV
gap between HOMO and LUMO	7.91	eV

Atoms and positions in Å:
N 0.59898 0.08784 -0.54412
P 0.20801 -1.30963 0.43439
P -0.73349 1.19818 -0.21832
S -1.50225 -0.28643 1.18987
H 1.61070 0.43414 -0.39328
H -0.14063 -2.08304 -1.08006
H -0.04132 1.95893 0.61152

Force components x, y, z for each atom (eV/Å):
2.1 0.9 0.8
0.1 -1.1 -3.2
-0.7 -1.9 -1.7
0.0 0.2 -0.4
-2.4 -0.5 -0.3
-0.2 0.7 2.9
1.0 1.6 1.9

***

(12)
Molecular formula: H3O3PS
Method: DFT, ωB97M-V/def2-TZVPD

relative energy (zero: lowest compared OMol25 entry of this formula, charge and spin)	320.2	kJ/mol
HOMO	-8.47	eV
charge	0
E_LUMO	0.293	eV
gap between HOMO and LUMO	8.77	eV
SMILES string	OSP(O)O

Atoms and positions in Å:
O 1.16257 1.07479 0.28038
O 1.57760 -1.23995 0.06720
O -2.51512 0.62034 -0.57443
P 0.59332 -0.07794 -0.62646
S -1.72620 -0.53755 0.29293
H 1.47126 0.73902 1.23405
H 1.76199 -1.97287 -0.53177
H -2.32541 1.39417 -0.14190

Force components x, y, z for each atom (eV/Å):
0.9 0.2 3.6
-0.9 0.2 -0.5
-0.6 -2.5 -1.9
-1.1 -1.6 0.2
2.4 -0.5 -0.1
-1.0 1.1 -2.9
-0.1 -0.1 0.1
0.4 3.2 1.5

***

(13)
Molecular formula: H3O4PSi
Method: DFT, ωB97M-V/def2-TZVPD

relative energy (zero: lowest compared OMol25 entry of this formula, charge and spin)	176.7	kJ/mol
HOMO	0.34	eV
charge	-2
E_LUMO	7.014	eV
gap between HOMO and LUMO	6.67	eV

Atoms and positions in Å:
O -3.38635 -0.05002 1.04298
O -2.71188 0.49352 -1.32447
O -1.41218 1.55714 0.42780
O -0.66807 -2.95039 0.13343
Si -0.79871 -1.47193 -0.28970
P -2.26526 0.22168 0.07078
H -0.63974 1.37981 1.01108
H -0.19122 -0.89181 -1.60679
H 0.70159 0.22979 1.16770

Force components x, y, z for each atom (eV/Å):
0.8 -0.1 0.5
-0.2 -0.2 -1.5
0.4 0.1 0.7
-0.1 -0.1 -0.2
1.0 1.8 0.1
-1.7 0.4 0.3
-0.1 -0.4 -0.3
0.0 -0.8 0.7
-0.1 -0.5 -0.2

***

(14)
Molecular formula: H3OP
Method: DFT, ωB97M-V/def2-TZVPD

relative energy (zero: lowest compared OMol25 entry of this formula, charge and spin)	333.5	kJ/mol
HOMO (spin up / spin down)	-9.80 / -7.96	eV
charge	0
E_LUMO (spin up / spin down)	-0.447 / -0.256	eV
gap between HOMO and LUMO (spin up / spin down)	9.35 / 7.70	eV

Atoms and positions in Å:
O 0.70920 -0.45455 -0.18279
P -0.45205 -0.05762 0.84294
H 0.95097 -1.34898 -0.51611
H 0.36114 0.88976 1.57112
H -1.56926 0.97139 -1.71516

Force components x, y, z for each atom (eV/Å):
1.9 -1.0 -1.3
-0.6 0.2 0.6
-0.9 1.0 0.6
-0.4 -0.1 -0.3
0.0 0.0 0.2

***

(15)
Molecular formula: H3OP
Method: DFT, ωB97M-V/def2-TZVPD

2S+1	3
relative energy (zero: lowest compared OMol25 entry of this formula, charge and spin)	148.3	kJ/mol
HOMO (spin up / spin down)	-7.50 / -11.32	eV
charge	0
E_LUMO (spin up / spin down)	1.126 / -2.778	eV
gap between HOMO and LUMO (spin up / spin down)	8.62 / 8.54	eV

Atoms and positions in Å:
O -1.56698 -0.25853 0.02548
P -0.13729 0.10562 0.10667
H 0.33684 0.86078 1.41043
H 1.04041 -1.58540 -0.49433
H 0.32702 0.87752 -1.04826

Force components x, y, z for each atom (eV/Å):
-1.1 -0.1 -0.1
1.5 2.2 1.9
-0.9 -0.4 -1.8
0.7 -1.4 -0.7
-0.3 -0.2 0.7

***

(16)
Molecular formula: H3OPS
Method: DFT, ωB97M-V/def2-TZVPD

relative energy (zero: lowest compared OMol25 entry of this formula, charge and spin)	356.5	kJ/mol
HOMO (spin up / spin down)	-10.09 / -7.22	eV
charge	0
E_LUMO (spin up / spin down)	-0.267 / -0.480	eV
gap between HOMO and LUMO (spin up / spin down)	9.82 / 6.74	eV

Atoms and positions in Å:
O -0.06881 1.10281 -0.71330
P -0.86325 0.81844 0.63768
S -2.42641 -0.29207 -0.16005
H 0.92563 1.12966 -0.42611
H 1.64784 -0.94546 2.00529
H -2.28502 0.06577 -1.56636

Force components x, y, z for each atom (eV/Å):
4.0 0.4 -0.5
-1.0 -0.2 1.6
-0.4 0.1 -2.1
-2.5 0.1 -1.2
-0.1 0.1 -0.1
-0.1 -0.4 2.2

***

(17)
Molecular formula: H3P
Method: DFT, ωB97M-V/def2-TZVPD

relative energy (zero: lowest compared OMol25 entry of this formula, charge and spin)	156.2	kJ/mol
HOMO (spin up / spin down)	-10.24 / -9.22	eV
charge	0
E_LUMO (spin up / spin down)	-1.198 / -0.630	eV
gap between HOMO and LUMO (spin up / spin down)	9.04 / 8.59	eV

Atoms and positions in Å:
P 1.08581 0.09520 -0.02302
H 0.92124 -0.79420 0.91533
H 0.37396 -0.51336 -1.09844
H -1.21021 1.47232 -0.09282

Force components x, y, z for each atom (eV/Å):
-0.1 3.2 -2.6
-0.8 -2.3 2.0
0.1 -0.3 0.5
0.8 -0.5 0.1

***

(18)
Molecular formula: H3PS2
Method: DFT, ωB97M-V/def2-TZVPD

relative energy (zero: lowest compared OMol25 entry of this formula, charge and spin)	87.2	kJ/mol
HOMO	-9.40	eV
charge	0
E_LUMO	0.096	eV
gap between HOMO and LUMO	9.50	eV
SMILES string	S=[PH2]S

Atoms and positions in Å:
P 0.30973 0.44906 -0.11174
S 2.04002 -0.01321 0.53025
S -1.33271 -0.75552 0.41789
H -0.29512 1.78268 0.02850
H 0.06724 0.73571 -1.49332
H -0.78917 -2.19872 0.62842

Force components x, y, z for each atom (eV/Å):
-1.3 1.3 -1.2
0.4 0.1 0.1
0.4 -2.6 0.6
0.4 -1.0 1.2
0.6 -1.1 0.0
-0.6 3.4 -0.6

***

(19)
Molecular formula: H3PS2
Method: DFT, ωB97M-V/def2-TZVPD

relative energy (zero: lowest compared OMol25 entry of this formula, charge and spin)	141.4	kJ/mol
HOMO	-8.98	eV
charge	0
E_LUMO	-0.793	eV
gap between HOMO and LUMO	8.19	eV
SMILES string	PSS

Atoms and positions in Å:
P -0.64072 0.29054 -0.49984
S 2.66221 0.43765 -0.09738
S 0.98868 -1.22699 -0.14753
H -0.08313 0.91282 0.75820
H -1.64780 -0.64238 -0.10740
H 2.80993 0.29752 1.27661

Force components x, y, z for each atom (eV/Å):
2.1 -0.3 1.0
-1.8 -2.2 1.0
1.2 2.5 -0.5
-1.6 -0.6 -1.0
0.1 0.4 0.6
-0.1 0.2 -1.1

***

(20)
Molecular formula: H3PSSi
Method: DFT, ωB97M-V/def2-TZVPD

relative energy (zero: lowest compared OMol25 entry of this formula, charge and spin)	134.5	kJ/mol
HOMO (spin up / spin down)	-8.98 / -8.99	eV
charge	0
E_LUMO (spin up / spin down)	-1.996 / -1.995	eV
gap between HOMO and LUMO (spin up / spin down)	6.98 / 7.00	eV

Atoms and positions in Å:
Si 0.35150 0.37025 0.09610
P 2.33118 0.35832 -0.85944
S -1.21610 -1.01781 -0.57567
H 0.72950 0.01327 1.39434
H -0.35423 1.52884 -0.55723
H -1.84184 -1.25288 0.50189

Force components x, y, z for each atom (eV/Å):
-1.4 -0.2 -2.6
0.3 -0.2 -0.4
1.5 0.1 -2.1
-0.1 0.2 1.9
0.6 0.4 1.0
-0.9 -0.3 2.1